(1)
Molecular formula: C37H52AsN9SY
Method: DFT, ωB97M-V with the def2-TZVPD basis set

## Properties
Lowest unoccupied orbital energy (eV): -3.087
Energy relative to the best compared isomer or geometry (same formula, charge and spin) (kJ/mol): 64.93
Spin multiplicity: 1
Total charge: +1
HOMO level (eV): -9.31

Each line ends with the Löwdin charge.
Positions of all 101 atoms, in Å:
Y: -0.173 -0.326 -0.326  1.2810
N: 0.522 -1.749 -2.623  -0.0013
C: -0.290 -1.736 -3.840  -0.2186
C: -1.645 -1.140 -3.511  -0.1999
N: -1.528 0.160 -2.823  -0.2033
C: -0.799 1.138 -3.650  -0.1724
C: 0.696 1.224 -3.366  -0.2190
N: 0.912 1.432 -1.926  -0.0297
C: -2.890 0.648 -2.545  -0.2026
C: -2.913 1.723 -1.476  -0.2334
N: -2.420 1.153 -0.222  -0.0553
H: 1.518 -1.763 -2.827  0.0853
H: 0.357 -2.617 -2.115  0.0342
H: -0.436 -2.738 -4.261  0.1283
H: 0.213 -1.154 -4.612  0.1068
H: -2.182 -1.816 -2.839  0.0847
H: -2.247 -1.040 -4.428  0.1349
H: -1.226 2.126 -3.464  0.1136
H: -0.960 0.940 -4.719  0.1363
H: 1.112 2.050 -3.957  0.1282
H: 1.232 0.324 -3.650  0.0906
H: 0.518 2.336 -1.683  0.0504
H: 1.911 1.490 -1.734  0.0821
H: -3.474 -0.204 -2.189  0.1104
H: -3.374 1.007 -3.466  0.1359
H: -3.931 2.125 -1.392  0.1255
H: -2.267 2.562 -1.746  0.1031
H: -3.056 0.422 0.102  0.0404
H: -2.395 1.863 0.507  0.0822
N: -2.755 -3.317 2.250  0.0977
C: -2.184 -2.226 1.710  -0.8804
S: -2.255 -2.114 -0.030  0.5689
N: -1.682 -1.361 2.566  -0.0284
N: -1.025 -0.305 2.004  -0.1189
C: -0.608 0.573 2.853  -0.1035
C: 0.022 1.818 2.421  -0.2713
C: 0.282 2.790 3.386  -0.0003
C: 0.738 4.031 2.994  -0.0316
C: 0.908 4.272 1.640  -0.0384
C: 0.655 3.241 0.751  -0.1313
N: 0.242 2.022 1.103  0.0570
H: -3.095 -4.055 1.660  0.0884
H: -2.694 -3.453 3.247  0.1099
H: -0.794 0.421 3.914  0.1314
H: 0.108 2.562 4.426  0.1225
H: 0.944 4.799 3.726  0.1204
H: 1.243 5.229 1.272  0.1134
H: 0.828 3.425 -0.298  0.0886
C: 7.243 -2.444 3.554  -0.0451
C: 5.830 -2.584 3.071  -0.2617
C: 4.904 -1.564 3.228  -0.0136
C: 3.593 -1.700 2.793  -0.2839
C: 2.668 -0.528 2.999  -0.0968
C: 3.174 -2.887 2.170  -0.2797
As: 1.257 -2.888 1.724  1.3475
N: 1.320 -1.896 0.115  -0.4318
C: 2.570 -1.771 -0.514  -0.4536
C: 3.230 -0.538 -0.520  -0.0930
C: 4.446 -0.368 -1.171  -0.0847
C: 5.043 -1.435 -1.820  -0.0912
C: 4.411 -2.673 -1.805  -0.0673
C: 3.196 -2.839 -1.170  -0.0594
C: 0.866 -4.814 1.487  -0.3171
C: 0.847 -5.509 2.711  -0.3032
C: 1.170 -4.861 4.033  -0.0744
C: 0.500 -6.856 2.726  -0.0135
C: 0.161 -7.548 1.571  -0.2640
C: -0.181 -9.008 1.607  -0.0467
C: 0.148 -6.837 0.382  -0.0140
C: 0.482 -5.489 0.328  -0.2896
C: 0.424 -4.809 -1.011  -0.0837
C: 4.102 -3.915 1.987  -0.2595
C: 3.808 -5.239 1.337  -0.0428
C: 5.404 -3.743 2.446  -0.0125
H: 7.440 -1.435 3.911  0.0739
H: 7.952 -2.668 2.759  0.0820
H: 7.442 -3.135 4.373  0.0854
H: 5.210 -0.637 3.696  0.1118
H: 3.228 0.323 3.386  0.0801
H: 1.865 -0.764 3.703  0.0710
H: 2.193 -0.221 2.062  0.0217
H: 2.819 0.284 0.071  0.0836
H: 4.945 0.591 -1.135  0.1034
H: 5.999 -1.314 -2.307  0.1017
H: 4.875 -3.518 -2.293  0.1087
H: 2.707 -3.802 -1.177  0.0869
H: 0.601 -3.936 4.181  0.0577
H: 2.227 -4.604 4.124  0.0761
H: 0.921 -5.541 4.846  0.0777
H: 0.491 -7.378 3.676  0.1148
H: -0.296 -9.359 2.630  0.0752
H: 0.604 -9.601 1.137  0.0852
H: -1.108 -9.211 1.072  0.0807
H: -0.135 -7.339 -0.536  0.1244
H: -0.581 -4.873 -1.431  0.0848
H: 1.116 -5.269 -1.722  0.0930
H: 0.676 -3.757 -0.882  -0.0058
H: 2.919 -5.230 0.717  0.0433
H: 3.662 -6.014 2.092  0.0957
H: 4.657 -5.534 0.721  0.0860
H: 6.111 -4.550 2.295  0.1239

(2)
Molecular formula: C36H34CoN4O10S3
Method: DFT, ωB97M-V with the def2-TZVPD basis set

## Properties
Lowest unoccupied orbital energy (eV): 2.351
Energy relative to the best compared isomer or geometry (same formula, charge and spin) (kJ/mol): 0.00
Spin multiplicity: 1
Total charge: -1
HOMO level (eV): -5.15

Each line ends with the Löwdin charge.
Positions of all 88 atoms, in Å:
Co: -1.666 -0.458 0.549  0.5903
O: -1.930 -3.935 1.922  -0.3004
S: -2.367 -2.800 2.697  0.5161
O: -2.039 -2.828 4.099  -0.3013
O: -1.958 -1.497 2.116  -0.3448
C: -4.167 -2.771 2.633  -0.2034
C: -4.791 -3.197 3.799  -0.0628
C: -6.173 -3.225 3.905  -0.0817
C: -6.950 -2.811 2.839  -0.0826
C: -6.339 -2.386 1.669  -0.0631
C: -4.954 -2.367 1.547  -0.2043
S: -4.344 -1.897 -0.082  0.5332
O: -5.513 -1.548 -0.846  -0.3008
O: -3.559 -3.006 -0.552  -0.2753
O: -3.530 -0.654 0.153  -0.3558
H: -4.165 -3.488 4.630  0.1055
H: -6.634 -3.563 4.825  0.0994
H: -8.030 -2.819 2.908  0.0991
H: -6.925 -2.067 0.820  0.1030
C: 4.046 4.298 -1.005  -0.0549
C: 2.741 3.594 -1.250  -0.2732
C: 1.965 3.142 -0.182  -0.0255
C: 0.735 2.547 -0.396  -0.0460
C: 0.270 2.387 -1.696  -0.2693
C: 1.034 2.805 -2.773  -0.0541
C: 2.265 3.406 -2.542  -0.0391
S: -1.345 1.701 -1.968  0.6175
O: -1.466 1.476 -3.385  -0.2909
O: -2.267 2.574 -1.301  -0.2869
N: -1.336 0.294 -1.205  -0.1203
C: -1.038 -0.933 -1.737  -0.3726
C: -0.830 -1.393 -3.036  -0.0625
C: -0.565 -2.743 -3.173  -0.0667
C: -0.537 -3.596 -2.073  -0.0459
C: -0.811 -3.077 -0.823  -0.0747
N: -1.017 -1.772 -0.689  0.0552
H: 4.512 3.950 -0.085  0.0749
H: 3.887 5.376 -0.916  0.0798
H: 4.745 4.128 -1.824  0.0701
H: 2.337 3.249 0.831  0.1207
H: 0.145 2.192 0.438  0.0939
H: 0.658 2.658 -3.776  0.1088
H: 2.866 3.732 -3.383  0.1155
H: -0.892 -0.715 -3.872  0.1153
H: -0.391 -3.145 -4.164  0.1148
H: -0.353 -4.654 -2.185  0.1045
H: -0.890 -3.671 0.077  0.1050
C: 3.159 0.234 -4.744  -0.0461
C: 3.628 0.347 -3.318  -0.2431
C: 4.834 0.983 -3.039  -0.0768
C: 5.267 1.116 -1.728  -0.1048
C: 4.495 0.636 -0.687  -0.0409
C: 3.292 -0.019 -0.951  -0.1931
N: 2.468 -0.480 0.073  0.1133
C: 2.862 -0.814 1.365  -0.1814
C: 4.090 -1.425 1.633  -0.0356
C: 4.437 -1.770 2.927  -0.0946
C: 3.565 -1.517 3.984  -0.0970
C: 2.346 -0.918 3.716  -0.0169
C: 1.986 -0.568 2.418  -0.0608
C: 0.641 0.058 2.199  -0.5309
O: 0.135 0.759 3.057  0.0697
O: 0.166 -0.258 1.020  -0.1300
C: 2.862 -0.185 -2.276  -0.1311
C: 1.576 -0.918 -2.554  -0.0268
H: 3.802 0.814 -5.406  0.0715
H: 2.136 0.599 -4.855  0.0769
H: 3.170 -0.803 -5.091  0.0811
H: 5.427 1.383 -3.853  0.0996
H: 6.202 1.620 -1.513  0.0992
H: 4.810 0.780 0.340  0.1118
H: 1.471 -0.323 -0.016  0.0891
H: 4.759 -1.647 0.811  0.1104
H: 5.389 -2.254 3.108  0.0954
H: 3.826 -1.796 4.997  0.0921
H: 1.635 -0.710 4.504  0.1189
H: 1.374 -1.662 -1.784  0.0946
H: 1.604 -1.428 -3.517  0.0883
H: 0.719 -0.233 -2.579  0.0613
C: -4.232 3.898 2.114  -0.0815
C: -2.900 3.358 2.638  -0.1815
C: -2.512 2.140 1.945  -0.0749
N: -2.200 1.213 1.368  0.2239
H: -4.454 4.853 2.587  0.0725
H: -5.042 3.204 2.333  0.0824
H: -4.188 4.039 1.035  0.0816
H: -2.945 3.121 3.702  0.1253
H: -2.094 4.079 2.498  0.1248

(3)
Molecular formula: C20H30N4S
Method: DFT, ωB97M-V with the def2-TZVPD basis set

## Properties
Lowest unoccupied orbital energy (eV): 0.435
Spin multiplicity: 1
HOMO level (eV): -5.64

Each line ends with the natural charge from an NBO analysis.
Positions of all 55 atoms, in Å:
C: 3.423 0.841 -0.595  -0.6184
C: 2.879 0.996 -2.007  -0.0365
C: 3.536 2.167 -2.728  -0.6141
N: 1.399 1.170 -1.971  -0.1869
N: 0.850 2.368 -1.867  -0.0875
N: -0.433 2.139 -1.814  -0.0858
C: -1.359 3.299 -1.719  -0.0447
C: -1.211 4.180 -2.950  -0.6170
C: -1.104 4.074 -0.434  -0.6171
C: -0.797 0.767 -1.872  0.0331
C: -2.229 0.210 -1.841  -0.0573
C: -2.293 -1.326 -1.921  -0.6004
C: -3.019 0.735 -3.054  -0.6001
C: -2.913 0.605 -0.518  -0.6014
C: 0.441 0.121 -1.964  0.1423
C: 0.766 -1.222 -2.024  -0.7590
H: 4.509 0.719 -0.589  0.2124
H: 3.189 1.725 -0.001  0.2087
H: 2.983 -0.022 -0.093  0.2294
H: 3.072 0.077 -2.581  0.2201
H: 4.619 2.045 -2.804  0.2158
H: 3.139 2.287 -3.736  0.2182
H: 3.348 3.096 -2.189  0.2173
H: -2.380 2.904 -1.691  0.2193
H: -1.921 5.010 -2.940  0.2162
H: -0.207 4.602 -3.001  0.2247
H: -1.371 3.607 -3.866  0.2194
H: -1.808 4.900 -0.316  0.2165
H: -1.190 3.428 0.441  0.2199
H: -0.098 4.495 -0.433  0.2242
H: -1.789 -1.792 -1.076  0.2187
H: -3.332 -1.655 -1.894  0.2069
H: -1.865 -1.693 -2.852  0.2241
H: -3.095 1.818 -3.074  0.1946
H: -2.540 0.424 -3.982  0.2187
H: -4.034 0.337 -3.056  0.2078
H: -3.002 1.680 -0.394  0.1953
H: -3.918 0.187 -0.463  0.2076
H: -2.346 0.222 0.330  0.2186
H: 0.035 -1.999 -1.992  0.2060
H: 1.788 -1.533 -2.078  0.1920
C: 0.856 -4.779 7.086  -0.2177
C: 2.091 -4.592 6.491  -0.2010
C: 2.174 -4.062 5.222  -0.2134
C: 1.019 -3.707 4.519  0.1304
N: 1.091 -3.177 3.257  -0.4847
C: 0.124 -2.804 2.521  0.2426
S: -1.108 -2.363 1.663  0.0925
C: -0.219 -3.903 5.138  -0.2322
C: -0.298 -4.433 6.406  -0.1987
H: 0.797 -5.194 8.079  0.2132
H: 2.992 -4.860 7.018  0.2161
H: 3.126 -3.909 4.744  0.2216
H: -1.109 -3.630 4.597  0.2142
H: -1.258 -4.581 6.873  0.2155